{
  "formula": "C37H51F3N3O3P2S2Sn",
  "method": "ωB97M-V/def2-TZVPD",
  "orbital_gap_ev": 7.735,
  "total_charge": 1,
  "e_lumo_ev": -2.27,
  "e_tot_ev": -104035.7618,
  "homo_energy_ha": -0.3679,
  "max_force_ev_per_a": 0.9,
  "multiplicity": 1,
  "relative_energy_ev": 2.8027,
  "elements": ["Sn", "C", "P", "C", "C", "C", "P", "C", "C", "H", "H", "H", "H", "H", "H", "H", "H", "H", "H", "H", "H", "H", "H", "H", "H", "O", "C", "C", "C", "C", "C", "C", "C", "O", "N", "N", "C", "S", "C", "C", "S", "H", "H", "H", "H", "H", "H", "H", "H", "H", "C", "C", "C", "C", "C", "C", "C", "O", "C", "C", "C", "H", "H", "H", "H", "H", "H", "H", "H", "H", "H", "H", "H", "C", "C", "C", "C", "C", "H", "H", "H", "H", "H", "H", "H", "H", "H", "H", "F", "C", "F", "F", "C", "C", "C", "N", "C", "C", "H", "H", "H", "H"],
  "xyz": [[-0.04219, 0.51033, 0.09512], [-4.19540, -2.59645, -1.67824], [-3.56578, -1.35024, -0.47372], [-5.05916, -0.27321, -0.37195], [-3.78594, -2.30339, 1.09822], [-3.45759, -1.48667, 2.35729], [-1.73609, -0.77318, 2.45264], [-0.78185, -2.25958, 2.95802], [-1.87221, 0.06139, 4.08319], [-5.13177, -3.04593, -1.34359], [-3.44936, -3.37852, -1.82524], [-4.36129, -2.10807, -2.63981], [-5.94511, -0.84565, -0.09026], [-5.22801, 0.19126, -1.34408], [-4.89165, 0.52148, 0.35527], [-3.13865, -3.18496, 1.04784], [-4.82083, -2.65279, 1.14215], [-3.59412, -2.10482, 3.24812], [-4.14932, -0.64271, 2.43120], [-1.24264, -2.74663, 3.81833], [0.22625, -1.93497, 3.22062], [-0.70645, -2.96294, 2.12768], [-2.29021, -0.61386, 4.83141], [-2.50400, 0.94644, 3.99857], [-0.87684, 0.37717, 4.40043], [2.56924, 3.40110, 4.37690], [3.34657, 2.32878, 4.17272], [4.54102, 2.26508, 4.89290], [5.39212, 1.19046, 4.75300], [5.06888, 0.14554, 3.89037], [3.90015, 0.20532, 3.16461], [3.02152, 1.28870, 3.27589], [1.81885, 1.29507, 2.41520], [1.73356, 0.40554, 1.49236], [0.90312, 2.21537, 2.65267], [-0.21096, 2.14555, 1.84562], [-1.16594, 2.93389, 2.17935], [-2.74060, 2.82983, 1.43726], [-3.31007, 4.42899, 2.09896], [-2.74530, 4.57758, 3.49441], [-0.98592, 4.10710, 3.47032], [1.75621, 3.27343, 3.83812], [4.76828, 3.08595, 5.56018], [6.31384, 1.15348, 5.31893], [5.73391, -0.70093, 3.78461], [3.63003, -0.59452, 2.48768], [-4.39853, 4.42361, 2.09778], [-2.95108, 5.21267, 1.43252], [-3.26096, 3.93025, 4.20194], [-2.79482, 5.60852, 3.84083], [4.25119, -7.15862, -2.31072], [3.28106, -6.09866, -1.88188], [3.64337, -4.75976, -1.82379], [2.74106, -3.76646, -1.47513], [3.22235, -2.34330, -1.43490], [1.41237, -4.13738, -1.16212], [0.39733, -3.14895, -0.85004], [0.48528, -1.93850, -1.00066], [1.04343, -5.50300, -1.15800], [-0.34034, -5.96713, -0.77390], [1.98025, -6.44899, -1.52312], [5.21283, -6.73165, -2.58743], [3.85043, -7.70156, -3.16769], [4.40727, -7.88008, -1.50745], [4.66376, -4.48088, -2.06138], [4.30948, -2.31607, -1.49910], [2.90335, -1.83933, -0.52279], [2.81090, -1.77286, -2.27010], [-0.54744, -3.55840, -0.45050], [-0.56747, -5.71260, 0.26320], [-0.40170, -7.04905, -0.86864], [-1.11253, -5.53499, -1.41155], [1.70240, -7.49709, -1.53516], [3.19005, 1.95714, -1.54005], [1.89821, 2.52473, -2.37208], [1.48975, 1.55383, -3.46210], [2.16564, 3.93572, -2.86399], [1.38252, 2.28973, -1.07140], [3.81059, 1.61655, -2.36911], [3.05280, 1.07114, -0.91352], [3.71881, 2.73185, -0.99626], [2.20791, 1.54435, -4.28325], [0.52312, 1.85738, -3.86468], [1.38574, 0.54480, -3.05793], [1.21716, 4.42130, -3.09969], [2.77582, 3.92964, -3.76766], [2.67287, 4.53021, -2.10408], [1.49630, 3.17267, -0.42573], [-3.67927, 3.73325, -5.87340], [-3.56638, 4.45628, -4.75142], [-4.80939, 4.73227, -4.31714], [-2.98083, 5.62171, -5.06668], [-2.78415, 3.72591, -3.69046], [-2.65055, 2.34760, -3.72615], [-1.92969, 1.74160, -2.70829], [-1.37420, 2.41554, -1.70736], [-1.50958, 3.74000, -1.68501], [-2.20322, 4.44390, -2.65527], [-3.08091, 1.76552, -4.52886], [-1.78535, 0.66491, -2.68921], [-1.03227, 4.25443, -0.85773], [-2.28302, 5.52145, -2.61294]]
}